A:
Entry from OMol25: a single C20H33N3O4S molecule (ωB97M-V/def2-TZVPD).

Summary:
- HOMO-LUMO gap (eV) = 9.545
- molecular weight (g mol⁻¹) = 411.6
- HOMO energy (eV) = -8.92
- multiplicity = 1
- SMILES = CCNS(=O)(=O)CC(=O)N(C)C[C@H](C)NC(=O)C[C@H](C)c1ccc(CC)cc1

Each atom is followed by the atoms it is bonded to, with distances in Å.
Atoms and positions in Å:
1 H -3.38 0.82 -2.18  C57 1.093
2 N -0.69 4.24 1.59  H13 1.008, S19 1.611, C50 1.464
3 O -1.61 4.27 -0.73  S19 1.438
4 O -2.89 5.26 1.18  S19 1.433
5 H -3.27 2.47 -1.53  C57 1.082
6 H -3.00 2.62 1.99  C16 1.087
7 C -0.95 0.03 -1.06  N21 1.457, C37 1.530, H38 1.095, H41 1.090
8 H -2.77 -1.02 1.38  C52 1.091
9 H 3.44 -4.82 -0.96  C61 1.092
10 C -2.36 -3.11 1.75  H14 1.093, C23 1.508, C52 1.530, H60 1.092
11 H 3.88 -4.73 0.75  C61 1.090
12 C 0.63 1.71 -2.19  C37 1.522, H39 1.091, H43 1.090, H59 1.093
13 H -0.75 4.86 2.38  N2 1.008
14 H -2.40 -3.02 2.84  C10 1.093
15 H 2.67 -2.69 -2.17  C32 1.094
16 C -2.81 2.69 0.93  H6 1.087, S19 1.790, H33 1.088, C58 1.519
17 H 2.45 4.49 0.27  C30 1.091
18 H -3.19 -2.08 0.03  C52 1.093
19 S -2.01 4.26 0.65  N2 1.611, O3 1.438, O4 1.433, C16 1.790
20 H 3.73 -2.23 0.64  C36 1.093
21 N -1.89 1.10 -0.74  C7 1.457, C57 1.453, C58 1.354
22 H 4.24 -1.96 -1.75  C32 1.090
23 C -0.92 -3.08 1.31  C10 1.508, C25 1.392, C45 1.391
24 H 1.66 5.66 1.33  C30 1.092
25 C -0.03 -2.15 1.84  C23 1.392, H27 1.084, C56 1.387
26 C 0.87 -3.89 -0.11  C45 1.389, C46 1.392, H54 1.084
27 H -0.37 -1.45 2.59  C25 1.084
28 O 3.19 0.19 -0.72  C48 1.219
29 N 1.29 -0.61 -1.66  H34 1.008, C37 1.456, C48 1.360
30 C 1.49 4.89 0.58  H17 1.091, H24 1.092, H49 1.090, C50 1.518
31 H 1.09 3.27 1.97  C50 1.090
32 C 3.21 -2.10 -1.42  H15 1.094, H22 1.090, C36 1.541, C48 1.513
33 H -3.75 2.73 0.39  C16 1.088
34 H 0.82 -1.46 -1.92  N29 1.008
35 H 0.86 0.82 -0.26  C37 1.093
36 C 3.19 -2.85 -0.07  H20 1.093, C32 1.541, C46 1.515, C61 1.526
37 C 0.49 0.53 -1.24  C7 1.530, C12 1.522, N29 1.456, H35 1.093
38 H -1.30 -0.44 -1.98  C7 1.095
39 H 0.04 2.56 -1.84  C12 1.091
40 H 1.96 -1.36 1.84  C56 1.084
41 H -0.96 -0.72 -0.26  C7 1.090
42 H 4.94 -4.04 -0.49  C61 1.091
43 H 1.67 2.01 -2.23  C12 1.090
44 O -1.18 1.04 1.40  C58 1.224
45 C -0.45 -3.94 0.32  C23 1.391, C26 1.389, H55 1.085
46 C 1.76 -2.97 0.43  C26 1.392, C36 1.515, C56 1.392
47 H -4.22 -2.03 1.46  C52 1.091
48 C 2.59 -0.73 -1.25  O28 1.219, N29 1.360, C32 1.513
49 H 1.01 5.35 -0.29  C30 1.090
50 C 0.61 3.77 1.13  N2 1.464, C30 1.518, H31 1.090, H51 1.087
51 H 0.44 3.01 0.37  C50 1.087
52 C -3.19 -2.00 1.12  H8 1.091, C10 1.530, H18 1.093, H47 1.091
53 H -2.07 1.91 -2.66  C57 1.089
54 H 1.20 -4.58 -0.88  C26 1.084
55 H -1.12 -4.68 -0.11  C45 1.085
56 C 1.29 -2.10 1.41  C25 1.387, H40 1.084, C46 1.392
57 C -2.70 1.60 -1.83  H1 1.093, H5 1.082, N21 1.453, H53 1.089
58 C -1.90 1.53 0.54  C16 1.519, N21 1.354, O44 1.224
59 H 0.30 1.45 -3.20  C12 1.093
60 H -2.79 -4.08 1.50  C10 1.092
61 C 3.90 -4.19 -0.20  H9 1.092, H11 1.090, C36 1.526, H42 1.091

---

B:
Entry from OMol25: a single C20H33N3O4S molecule (ωB97M-V/def2-TZVPD).

Summary:
- HOMO-LUMO gap (eV) = 8.954
- molecular weight (g mol⁻¹) = 411.6
- HOMO energy (eV) = -8.55
- multiplicity = 1
- SMILES = CCNS(=O)(=O)CC(=O)N(C)C[C@H](C)NC(=O)C[C@H](C)c1ccc(CC)cc1

Each atom is followed by the atoms it is bonded to, with distances in Å.
Atoms and positions in Å:
1 H -2.82 4.48 5.76  C30 1.092
2 H -1.01 -0.52 6.70  C61 1.086
3 C -1.13 -1.84 3.72  N23 1.357, C45 1.519, O54 1.221
4 C -0.45 -0.71 1.71  N23 1.456, H33 1.089, C34 1.541, H52 1.091
5 C -5.88 -1.30 4.99  C41 1.507, H42 1.090, C43 1.529, H51 1.093
6 H -2.94 5.80 4.60  C30 1.092
7 H -3.88 -0.03 6.32  C60 1.082
8 C -2.07 3.57 3.23  H18 1.093, C35 1.536, C39 1.517, H48 1.093
9 N -1.39 1.48 2.19  H27 1.011, C34 1.460, C39 1.363
10 H -2.45 -3.55 3.97  C45 1.091
11 C -4.16 2.58 4.16  C16 1.391, C35 1.514, C57 1.391
12 H -4.40 5.10 5.30  C30 1.090
13 H -2.57 -2.93 1.43  C19 1.093
14 H -0.25 1.14 -0.31  C36 1.093
15 H -5.57 2.67 2.56  C16 1.084
16 C -5.21 2.09 3.40  C11 1.391, H15 1.084, C29 1.387
17 H -5.79 -3.30 4.14  C43 1.091
18 H -1.44 3.17 4.03  C8 1.093
19 C -1.49 -2.98 1.55  H13 1.093, N23 1.454, H26 1.088, H50 1.089
20 H -0.29 -1.71 9.44  C49 1.092
21 H -1.34 -0.16 -0.81  C36 1.092
22 S -1.80 -3.11 6.14  N31 1.626, O37 1.436, O38 1.433, C45 1.784
23 N -0.99 -1.89 2.37  C3 1.357, C4 1.456, C19 1.454
24 H 0.62 -0.79 7.27  C61 1.091
25 H -1.97 1.47 -0.52  C36 1.085
26 H -1.03 -2.91 0.57  C19 1.088
27 H -1.09 1.24 3.12  N9 1.011
28 H -6.61 0.49 3.08  C29 1.085
29 C -5.79 0.86 3.69  C16 1.387, H28 1.085, C41 1.391
30 C -3.41 4.87 4.93  H1 1.092, H6 1.092, H12 1.090, C35 1.526
31 N -0.44 -2.50 6.80  S22 1.626, H46 1.012, C61 1.469
32 H -2.87 2.16 5.83  C57 1.085
33 H 0.28 -0.25 2.38  C4 1.089
34 C -1.48 0.35 1.27  C4 1.541, N9 1.460, C36 1.524, H58 1.098
35 C -3.47 3.87 3.78  C8 1.536, C11 1.514, C30 1.526, H56 1.092
36 C -1.25 0.73 -0.19  H14 1.093, H21 1.092, H25 1.085, C34 1.524
37 O -1.86 -4.49 6.52  S22 1.436
38 O -2.90 -2.23 6.38  S22 1.433
39 C -2.16 2.60 2.07  C8 1.517, N9 1.363, O59 1.219
40 H -0.81 -0.05 9.17  C49 1.091
41 C -5.31 0.08 4.74  C5 1.507, C29 1.391, C60 1.391
42 H -5.56 -1.64 5.97  C5 1.090
43 C -5.42 -2.30 3.93  C5 1.529, H17 1.091, H53 1.092, H55 1.092
44 H -0.74 -3.90 4.22  C45 1.091
45 C -1.52 -3.15 4.38  C3 1.519, H10 1.091, S22 1.784, H44 1.091
46 H 0.01 -3.22 7.35  N31 1.012
47 H -1.93 -1.39 8.86  C49 1.090
48 H -1.61 4.49 2.87  C8 1.093
49 C -0.89 -1.07 8.79  H20 1.092, H40 1.091, H47 1.090, C61 1.519
50 H -1.22 -3.95 1.97  C19 1.089
51 H -6.97 -1.25 5.00  C5 1.093
52 H 0.09 -1.06 0.83  C4 1.091
53 H -4.32 -2.33 3.92  C43 1.092
54 O -0.91 -0.82 4.36  C3 1.221
55 H -5.76 -2.00 2.94  C43 1.092
56 H -4.04 4.32 2.96  C35 1.092
57 C -3.70 1.80 5.22  C11 1.391, H32 1.085, C60 1.386
58 H -2.49 -0.09 1.35  C34 1.098
59 O -2.87 2.84 1.11  C39 1.219
60 C -4.27 0.57 5.50  H7 1.082, C41 1.391, C57 1.386
61 C -0.41 -1.14 7.35  H2 1.086, H24 1.091, N31 1.469, C49 1.519

---

We find A to be the most stable, with the next structure 0.268 eV higher.